--- i ---
Entry from the OMol25 dataset: an isolated molecule of C4H9NS3 (wB97M-V/def2-TZVPD).

As for the HOMO-LUMO gap: 8.809 eV. As for the multiplicity: 1. As for the SMILES: CSC(=S)N(C)SC. As for the LUMO energy: 0.6 eV. The net charge is 0.

Each line ends with the Mulliken charge.
Positions of all 17 atoms, in Å:
1 C 3.16 -0.64 -0.11  -0.9269
2 S 1.93 0.59 -0.18  0.0038
3 C 0.45 -0.34 -0.44  0.2542
4 S 0.40 -1.98 -0.56  -0.3156
5 N -0.71 0.46 -0.45  -0.1100
6 C -0.58 1.91 -0.30  -0.9791
7 S -2.23 -0.18 -0.85  -0.0204
8 C -2.70 -0.88 0.74  -0.7421
9 H 3.30 -1.23 -1.02  0.3296
10 H 2.97 -1.28 0.77  0.3076
11 H 4.14 -0.20 0.05  0.3374
12 H -1.59 2.27 -0.49  0.2815
13 H -0.15 2.17 0.67  0.3631
14 H 0.08 2.43 -1.00  0.3995
15 H -2.02 -1.64 1.09  0.2491
16 H -2.77 -0.10 1.50  0.2584
17 H -3.67 -1.35 0.58  0.3097

--- ii ---
Entry from the OMol25 dataset: an isolated molecule of C4H9NS3 (wB97M-V/def2-TZVPD).

As for the HOMO-LUMO gap: 8.347 eV. As for the multiplicity: 1. As for the SMILES: NCCSC(=S)CS. As for the LUMO energy: -0.4 eV. The net charge is 0.

Each line ends with the Mulliken charge.
Positions of all 17 atoms, in Å:
1 N 2.59 -1.10 -0.67  -0.5753
2 C 2.44 0.10 0.10  -0.8170
3 C 1.12 0.87 -0.14  -0.4595
4 S -0.22 -0.17 0.46  -0.1282
5 C -1.67 0.73 0.24  0.3399
6 S -1.80 2.20 -0.51  -0.2385
7 C -2.82 -0.07 0.76  -0.8369
8 S -3.44 -1.20 -0.55  -0.1262
9 H 1.79 -1.76 -0.45  0.2469
10 H 2.57 -0.93 -1.65  0.2336
11 H 2.58 -0.21 1.12  0.3691
12 H 3.35 0.68 -0.12  0.3913
13 H 1.20 1.75 0.45  0.3654
14 H 1.03 1.18 -1.16  0.4329
15 H -2.61 -0.60 1.73  0.3229
16 H -3.72 0.49 1.04  0.3624
17 H -2.39 -1.97 -0.65  0.1171

Looking at the structures above, which would you pick as the most stable? I would pick i.